# C6H16

2 unconnected molecules or ions with the total composition C6H16 at a distorted geometry (ωB97M-V/def2-TZVPD, the Open Molecules 2025 dataset).

## Properties
* SMILES string: CCC.CCC
* HOMO: -11.27 eV
* Kohn-Sham gap: 12.3472 eV
* energy relative to the best compared isomer or geometry (same formula, charge and spin): 32.0 kJ/mol

The geometry in XYZ format:
```
22
Properties=species:S:1:pos:R:3:forces:R:3
C -1.066 2.175 -0.064 0.5 -0.3 1.1
C 0.128 2.542 -0.928 -0.3 0.2 -1.0
C -0.804 2.511 1.421 0.5 0.5 -0.6
H -1.217 1.098 -0.089 -0.2 -0.1 -0.3
H -1.995 2.668 -0.362 0.1 -0.1 -0.3
H 0.120 3.609 -1.172 0.4 0.0 0.4
H 1.078 2.206 -0.522 0.1 0.3 0.5
H -0.846 3.600 1.561 -0.3 -0.2 0.2
H 0.118 2.065 -1.906 -0.4 -0.2 -0.2
H 0.221 2.249 1.718 -0.2 -0.2 -0.1
H -1.497 1.981 2.063 -0.2 0.2 0.2
C 0.522 -2.809 0.281 0.0 0.5 -0.2
C 1.812 -2.205 -0.291 -0.2 -0.6 0.5
C -0.767 -2.342 -0.392 0.2 0.4 0.2
H 0.482 -2.548 1.338 -0.1 -0.2 0.1
H 0.560 -3.896 0.216 0.1 -0.1 0.0
H 2.625 -2.836 0.060 0.3 0.0 -0.1
H 1.814 -2.241 -1.380 0.0 0.3 0.0
H -0.712 -2.457 -1.475 -0.2 -0.3 0.0
H 2.003 -1.207 0.114 -0.2 0.0 -0.4
H -0.972 -1.276 -0.236 0.2 -0.1 0.1
H -1.603 -2.887 0.046 -0.2 0.0 -0.4
```
Positions in Å, forces in eV/Å.